# 1
14
Properties=species:S:1:pos:R:3 method="wB97M-V/def2-TZVPD" orbital_gap_ev=9.459 lumo_energy_ev=0.673 smiles="O=C1NN[C@@H]2C[C@H]2O1" spin_multiplicity=1 homo_ev=-8.79
O -2.8912 -0.5086 0.3913
C -1.7130 -0.3711 -0.0189
N -1.2797 0.9715 -0.3498
N 0.1412 1.4619 0.1885
C 0.5982 0.1714 0.8000
C 1.7496 -0.6747 0.1463
C 0.3999 -0.7844 -0.4312
O -0.8020 -1.3323 -0.1494
H -2.0551 1.5492 -0.2347
H 0.7355 1.6631 -0.7150
H 0.1671 -0.1610 1.6687
H 2.3583 -0.2343 -0.6725
H 2.0724 -1.3208 0.9071
H 0.5190 -0.4301 -1.5304

# 2
118
Properties=species:S:1:pos:R:3 method="wB97M-V/def2-TZVPD" orbital_gap_ev=10.049 lumo_energy_ev=0.611 smiles=COC[C@H](C)N.COC[C@H](C)N.CC(C)O.CC(C)O.CC(C)O.CC(C)O.CC(C)O.CC(C)O.CC(C)O spin_multiplicity=1 homo_ev=-9.44
C -2.3250 0.5650 -2.7359
O -2.2451 -0.7988 -3.0025
C -3.0346 -1.6696 -2.1410
C -2.8041 -3.2202 -2.3201
C -3.6791 -4.0627 -1.2587
N -1.4468 -3.6169 -2.1040
H -3.2685 1.0803 -2.9159
H -1.5070 1.1405 -3.1694
H -2.1241 0.5688 -1.6646
H -2.6462 -1.4793 -1.1404
H -4.0312 -1.2292 -2.1099
H -3.2708 -3.5567 -3.2459
H -4.7379 -3.9640 -1.4984
H -3.6766 -3.5197 -0.3136
H -3.5354 -5.1360 -1.1341
H -1.4076 -3.9499 -1.1513
H -0.9156 -2.7591 -2.1518
C -0.1049 0.9424 3.7834
O -0.5870 0.8815 5.1408
C -1.6714 -0.0798 5.2400
C -2.1739 -0.2084 6.6726
C -2.9220 1.0957 7.1886
N -1.0344 -0.6458 7.5871
H 0.1715 -0.0410 3.4031
H 0.7963 1.5554 3.7724
H -0.8488 1.3321 3.0884
H -2.5897 0.1670 4.7072
H -1.3787 -1.1002 4.9924
H -3.0311 -0.8778 6.7453
H -3.8928 1.2068 6.7056
H -2.3185 1.9995 7.1059
H -3.1828 0.9718 8.2397
H -0.5257 0.1937 7.8250
H -1.4059 -0.9224 8.4847
C 3.0389 3.3417 -5.3527
C 2.6217 1.9094 -5.3036
C 3.5720 1.0914 -4.2884
O 1.3575 1.8894 -4.6293
H 4.1001 3.5619 -5.4689
H 2.6687 3.8704 -4.4744
H 2.6337 3.8317 -6.2380
H 2.5478 1.5418 -6.3270
H 3.5278 1.3887 -3.2407
H 4.6313 1.0593 -4.5434
H 3.1792 0.0767 -4.2241
H 1.0071 1.0317 -4.8806
C -4.4802 3.2821 -0.0726
C -3.5234 4.0511 -0.9155
C -2.1410 3.7308 -0.3784
O -3.6833 3.6292 -2.2403
H -5.4993 3.3680 -0.4498
H -4.5024 3.6390 0.9570
H -4.3382 2.2018 -0.1037
H -3.7844 5.1059 -0.8296
H -1.7673 2.8132 -0.8326
H -2.1838 3.5534 0.6962
H -1.4233 4.4695 -0.7352
H -2.8568 3.4144 -2.6789
C 1.2529 4.0620 2.3929
C 0.2451 4.8219 3.2432
C 0.9140 5.6714 4.2001
O -0.4369 5.7405 2.3877
H 2.0073 4.7776 2.0659
H 0.9250 3.4538 1.5498
H 1.8030 3.4564 3.1131
H -0.4637 4.0688 3.5874
H 1.7345 6.2399 3.7622
H 1.4215 5.1616 5.0191
H 0.1960 6.3608 4.6442
H -1.0801 6.1670 2.9587
C -0.5000 -2.5937 -5.7336
C -0.1279 -1.1337 -5.7597
C -1.3790 -0.3511 -6.2751
O 0.2178 -0.6700 -4.4261
H -1.2918 -2.6658 -4.9880
H 0.2572 -3.2606 -5.3213
H -0.8975 -2.8881 -6.7050
H 0.6176 -1.0854 -6.5534
H -1.3571 0.7122 -6.0367
H -2.3045 -0.7573 -5.8669
H -1.3125 -0.3657 -7.3630
H -0.6224 -0.7391 -3.9669
C 0.0041 0.7952 0.4468
C 0.3609 -0.5908 -0.2277
C 1.8462 -0.7395 -0.4987
O -0.2459 -1.4544 0.7109
H 0.5741 0.8196 1.3756
H -1.0571 0.9679 0.6260
H 0.3589 1.6371 -0.1477
H -0.2095 -0.6396 -1.1553
H 2.3119 0.0944 -1.0239
H 1.9923 -1.5851 -1.1707
H 2.3500 -1.0314 0.4228
H 0.4383 -2.1170 0.8312
C 6.6788 -1.5856 -1.3394
C 6.4033 -2.0898 0.1427
C 5.8453 -0.9759 1.0184
O 5.5459 -3.1387 0.0267
H 5.7335 -1.4177 -1.8555
H 7.1663 -2.3602 -1.9315
H 7.2750 -0.6756 -1.2725
H 7.3057 -2.3958 0.6721
H 4.8772 -0.6772 0.6163
H 6.5942 -0.2086 1.2146
H 5.5823 -1.3606 2.0037
H 5.9332 -3.8296 -0.5158
C -1.6391 -4.3724 2.3160
C -0.1392 -4.3199 2.7646
C 0.4025 -5.7339 3.1722
O 0.5128 -4.0942 1.5668
H -2.2012 -5.0073 3.0009
H -1.7788 -4.9268 1.3880
H -2.0751 -3.3769 2.3991
H -0.1279 -3.5097 3.4937
H 1.4813 -5.6484 3.3023
H 0.0405 -6.4648 2.4491
H 0.1466 -6.0255 4.1909
H 0.5470 -4.8602 0.9891

# 3
14
Properties=species:S:1:pos:R:3 method="wB97M-V/def2-TZVPD" orbital_gap_ev="8.597 / 8.846" lumo_energy_ev="1.056 / 0.940" spin_multiplicity=1 homo_ev="-7.54 / -7.91"
C 2.3448 0.4084 0.3301
N -2.1496 -1.1888 -0.1081
N -0.5172 -0.1257 0.6289
N -0.3110 -0.3028 -0.7049
N 1.0546 0.7837 -0.1925
O -3.1347 -0.2160 -0.3958
H -3.1415 -0.1864 -1.3604
H -2.3038 -1.3734 0.8862
H -1.0406 0.7461 0.7637
H 0.2051 -1.1811 -0.7968
H 0.9221 1.7530 -0.4691
H 3.1197 0.4568 -0.4445
H 2.2956 -0.6205 0.6970
H 2.6565 1.0468 1.1663

# 4
92
Properties=species:S:1:pos:R:3 method="wB97M-V/def2-TZVPD" charge=-1 orbital_gap_ev=5.427 lumo_energy_ev=0.754 spin_multiplicity=1 homo_ev=-4.67
C 2.9846 5.6993 6.3384
C 2.3169 4.7168 5.3394
O 0.9844 5.1343 5.0690
C 0.1870 3.9857 4.7764
C -1.0410 4.3203 3.8908
O -0.7821 4.9387 2.6756
P -0.3839 3.7843 1.3919
C -2.0320 4.0757 0.4575
C -1.8968 4.0732 -1.0714
C -1.4632 2.7096 -1.6571
S -2.7794 1.7704 -2.4818
O -2.8086 0.4173 -1.8886
O -2.4643 1.6853 -3.9171
O -4.2332 2.4592 -2.2794
O -1.2079 2.5037 2.2958
C -1.6349 2.8844 3.5656
P -3.4320 2.5646 3.9878
C -3.3336 1.0887 5.1525
C -3.9622 3.9253 5.1660
H 2.1776 6.2959 6.7660
H 3.7328 6.3230 5.8480
H 3.4722 5.1177 7.1231
H 2.8431 4.6660 4.3800
H 2.3328 3.7255 5.8071
H 0.8002 3.2848 4.1986
H -0.1613 3.5112 5.7080
H -1.6795 4.9855 4.4826
H 0.1498 4.9066 0.6329
H 0.1763 2.8835 0.4059
H 0.8698 3.5940 2.1121
H -2.3868 5.0749 0.7480
H -2.8025 3.3797 0.8073
H -1.2387 4.8718 -1.4220
H -2.8842 4.3220 -1.4846
H -1.0073 2.0276 -0.9399
H -0.7208 2.8896 -2.4376
H -4.4601 2.3238 -1.3466
H -1.0894 2.1985 4.2438
H -3.6958 0.1982 4.6444
H -3.9369 1.3004 6.0409
H -2.3001 0.9704 5.4983
H -4.7540 3.4891 5.7826
H -3.1580 4.2370 5.8448
H -4.3332 4.7968 4.6293
C -1.0470 -1.9938 -5.2897
C -1.8761 -1.4741 -4.3006
C -2.3166 -2.2816 -3.2651
C -1.9343 -3.6182 -3.2157
C -1.1132 -4.1463 -4.2192
C -0.6665 -3.3270 -5.2512
C -0.7219 -5.5767 -4.2077
O -0.0050 -6.0410 -5.0744
C -1.2319 -6.4419 -3.1100
C -0.9199 -7.7975 -3.1083
C -1.3768 -8.6120 -2.0846
C -2.1408 -8.0749 -1.0530
C -2.4587 -6.7263 -1.0529
C -2.0129 -5.9076 -2.0854
C -2.3895 -4.4683 -2.0884
O -3.0572 -4.0066 -1.1831
H -0.6976 -1.3565 -6.0918
H -2.1828 -0.4390 -4.3276
H -2.9570 -1.8684 -2.4992
H -0.0227 -3.7326 -6.0197
H -0.3228 -8.2129 -3.9084
H -1.1362 -9.6675 -2.0879
H -2.4914 -8.7110 -0.2503
H -3.0559 -6.3074 -0.2545
C 6.3078 0.7509 -3.2704
C 7.1131 -0.0880 -2.5059
C 6.5415 -1.0859 -1.7334
C 5.1596 -1.2427 -1.7131
C 4.3513 -0.3874 -2.4629
C 4.9306 0.6027 -3.2491
C 2.8692 -0.5089 -2.4198
O 2.1696 0.2324 -3.0791
C 2.2713 -1.5520 -1.5483
C 0.8878 -1.6459 -1.4506
C 0.3168 -2.6224 -0.6504
C 1.1225 -3.5160 0.0480
C 2.5027 -3.4240 -0.0414
C 3.0822 -2.4368 -0.8322
C 4.5612 -2.3290 -0.8925
O 5.2717 -3.1060 -0.2831
H 6.7564 1.5251 -3.8794
H 8.1883 0.0369 -2.5146
H 7.1659 -1.7417 -1.1425
H 4.3028 1.2572 -3.8379
H 0.2570 -0.9551 -1.9953
H -0.7613 -2.6879 -0.5722
H 0.6720 -4.2825 0.6658
H 3.1310 -4.1142 0.5045

In order of appearance, E_tot = -415.82655 -1938.18059 -336.83539 -3305.92253 hartree.